Formula: C2H3Cl2N3O5S
Source: the OMol25 dataset
Level of theory: ωB97M-V/def2-TZVPD

Properties
- highest occupied orbital energy (eV) = -11.1
- E_LUMO (eV) = -1.4
- DFT total energy (Ha) = -1936.78366
- energy above the lowest of the compared OMol25 structures with the same formula, charge and spin (kJ/mol) = 6.0
- 2S+1 = 1
- Kohn-Sham gap (eV) = 9.704

XYZ file:
```
16
Properties=species:S:1:pos:R:3:mulliken_charge:R:1
C -1.16 -2.63 -1.13 -0.8813
C -4.45 0.39 0.45 0.3946
N -2.53 -0.77 -0.23 -0.4799
N -3.09 -0.11 0.79 0.8005
N -4.51 0.47 -1.18 0.8453
O -2.65 0.12 1.86 -0.5241
O -5.27 -0.22 -1.73 -0.5160
O -3.79 1.35 -1.62 -0.4665
O -0.03 -0.52 0.02 -0.6107
O -1.29 -2.19 1.37 -0.5930
S -1.07 -1.48 0.19 1.1662
Cl -5.62 -0.92 0.76 -0.1001
Cl -4.83 1.90 1.26 -0.0664
H -2.23 -2.81 -1.02 0.3228
H -0.99 -2.02 -2.04 0.3120
H -0.56 -3.47 -1.19 0.3966
```